C10H34FN13O7S | the ωB97M-V functional and the def2-TZVPD basis

The calculation puts the strongest force on any atom at 0.0148 hartree/bohr. The energy relative to the best compared isomer or geometry (same formula, charge and spin) is 0.0 kJ/mol. As for the molar mass: 499.5 g/mol. The net charge is 0. As for the spin multiplicity: 1.

Cartesian coordinates (Å):
C1 1.125 -0.156 -0.419
N1 2.574 -0.316 -0.518
C2 3.275 -0.801 0.639
N2 4.054 0.195 1.421
C3 3.278 1.288 2.063
C4 4.020 1.897 3.263
C5 3.819 3.395 3.447
N3 2.468 3.811 3.860
S1 5.427 0.684 0.681
O1 5.504 2.104 0.585
O2 5.757 -0.179 -0.402
F1 6.475 0.313 1.803
H1 0.703 -0.266 -1.424
H2 0.712 -0.973 0.174
H3 0.775 0.805 -0.042
H4 3.028 0.493 -0.917
H5 2.552 -1.226 1.337
H6 3.986 -1.579 0.368
H7 2.351 0.820 2.391
H8 3.014 2.062 1.338
H9 3.719 1.382 4.182
H10 5.088 1.714 3.166
H11 4.086 3.895 2.512
H12 4.530 3.731 4.206
H13 1.897 3.001 4.071
H14 1.979 4.315 3.130
N4 0.635 3.781 -2.619
C6 0.508 3.787 -1.254
N5 1.015 4.883 -0.610
O3 -0.020 2.879 -0.640
H15 1.079 4.515 -3.136
H16 0.281 2.980 -3.105
H17 0.922 4.893 0.395
H18 1.475 5.641 -1.076
N6 -2.602 -3.757 -0.202
C7 -1.352 -3.219 -0.137
N7 -0.481 -3.654 -1.096
O4 -1.029 -2.401 0.715
H19 -2.901 -4.429 -0.885
H20 -3.267 -3.460 0.484
H21 0.448 -3.278 -1.082
H22 -0.728 -4.324 -1.806
N8 -1.881 5.833 1.702
C8 -1.060 5.434 2.716
N9 -1.555 5.593 3.978
O5 0.049 4.956 2.521
H23 -2.796 6.211 1.850
H24 -1.557 5.676 0.767
H25 -0.966 5.309 4.738
H26 -2.462 5.971 4.172
N10 -1.882 -5.777 -5.820
C9 -1.488 -4.962 -4.795
N11 -1.812 -3.641 -4.929
O6 -0.884 -5.387 -3.824
H27 -2.373 -5.449 -6.629
H28 -1.653 -6.749 -5.743
H29 -1.534 -3.024 -4.188
H30 -2.306 -3.270 -5.717
N12 -7.142 -5.289 -1.816
C10 -6.242 -5.235 -0.788
N13 -6.782 -5.207 0.467
O7 -5.039 -5.214 -0.979
H31 -8.134 -5.309 -1.682
H32 -6.771 -5.313 -2.747
H33 -6.144 -5.179 1.240
H34 -7.767 -5.225 0.646

Löwdin charges, unit e, in atom order: atom 1 (C): -0.12, atom 2 (N): -0.09, atom 3 (C): -0.24, atom 4 (N): -0.21, atom 5 (C): -0.18, atom 6 (C): -0.19, atom 7 (C): -0.28, atom 8 (N): 0.01, atom 9 (S): 0.60, atom 10 (O): -0.24, atom 11 (O): -0.24, atom 12 (F): -0.16, atom 13 (H): 0.07, atom 14 (H): 0.05, atom 15 (H): 0.05, atom 16 (H): 0.10, atom 17 (H): 0.13, atom 18 (H): 0.11, atom 19 (H): 0.13, atom 20 (H): 0.12, atom 21 (H): 0.12, atom 22 (H): 0.09, atom 23 (H): 0.11, atom 24 (H): 0.10, atom 25 (H): 0.06, atom 26 (H): 0.02, atom 27 (N): 0.15, atom 28 (C): -0.68, atom 29 (N): 0.16, atom 30 (O): 0.02, atom 31 (H): 0.09, atom 32 (H): 0.10, atom 33 (H): 0.07, atom 34 (H): 0.09, atom 35 (N): 0.16, atom 36 (C): -0.68, atom 37 (N): 0.16, atom 38 (O): 0.00, atom 39 (H): 0.07, atom 40 (H): 0.09, atom 41 (H): 0.10, atom 42 (H): 0.06, atom 43 (N): 0.16, atom 44 (C): -0.65, atom 45 (N): 0.16, atom 46 (O): 0.01, atom 47 (H): 0.09, atom 48 (H): 0.09, atom 49 (H): 0.11, atom 50 (H): 0.09, atom 51 (N): 0.15, atom 52 (C): -0.67, atom 53 (N): 0.16, atom 54 (O): 0.02, atom 55 (H): 0.09, atom 56 (H): 0.10, atom 57 (H): 0.10, atom 58 (H): 0.09, atom 59 (N): 0.15, atom 60 (C): -0.67, atom 61 (N): 0.15, atom 62 (O): 0.02, atom 63 (H): 0.09, atom 64 (H): 0.10, atom 65 (H): 0.10, atom 66 (H): 0.09



C21H58BO20 | the ωB97M-V functional and the def2-TZVPD basis

The calculation puts the strongest force on any atom at 0.0809 hartree/bohr. The energy relative to the best compared isomer or geometry (same formula, charge and spin) is 0.0 kJ/mol. As for the molar mass: 641.5 g/mol. The net charge is -1. As for the spin multiplicity: 1.

Cartesian coordinates (Å):
O1 0.944 2.259 2.150
C1 0.506 1.158 1.759
O2 1.058 0.349 0.882
B1 0.135 -0.778 0.672
O3 -0.933 -0.676 1.681
C2 -0.744 0.433 2.351
O4 -1.506 0.878 3.204
O5 0.789 -2.081 0.722
C3 0.602 -2.745 -0.446
O6 0.950 -3.876 -0.669
C4 -0.144 -1.792 -1.417
O7 -0.376 -0.759 -0.731
O8 -0.445 -2.012 -2.612
C5 -1.665 -4.961 -2.264
O9 -2.521 -5.685 -3.143
H1 -1.402 -5.561 -1.393
H2 -0.709 -4.768 -2.751
H3 -2.091 -3.994 -1.996
H4 -2.055 -6.473 -3.431
C6 -0.854 2.239 -2.056
C7 -1.572 1.461 -3.124
O10 -2.649 2.242 -3.594
H5 -0.095 1.683 -1.506
H6 -1.656 2.572 -1.396
H7 -0.452 3.106 -2.582
H8 -1.969 0.514 -2.758
H9 -0.955 1.189 -3.980
H10 -2.463 2.715 -4.408
C8 -0.975 5.458 0.183
C9 -1.584 4.574 1.319
O11 -1.308 5.095 2.629
H11 -1.167 5.076 -0.819
H12 0.101 5.630 0.179
H13 -1.417 6.437 0.369
H14 -1.232 3.546 1.239
H15 -2.671 4.630 1.264
H16 -1.564 6.017 2.706
C10 4.102 -0.300 3.431
C11 4.303 1.201 3.266
O12 5.102 1.599 4.348
H17 3.590 -0.568 4.355
H18 5.034 -0.864 3.395
H19 3.534 -0.626 2.560
H20 3.409 1.823 3.220
H21 4.948 1.445 2.422
H22 4.583 1.641 5.154
C12 -2.817 -2.007 -5.687
C13 -1.595 -2.920 -5.856
O13 -0.470 -2.126 -5.446
H23 -2.818 -1.438 -4.757
H24 -3.710 -2.626 -5.767
H25 -2.972 -1.261 -6.466
H26 -1.581 -3.118 -6.928
H27 -1.659 -3.800 -5.215
H28 -0.532 -2.090 -4.488
C14 3.472 -0.721 -1.655
C15 4.936 -0.252 -1.935
O14 4.863 0.837 -2.887
H29 3.067 -0.243 -0.763
H30 3.479 -1.786 -1.423
H31 2.774 -0.479 -2.456
H32 5.408 -1.162 -2.306
H33 5.415 0.055 -1.005
H34 5.704 0.925 -3.340
C16 -2.894 -3.390 1.339
C17 -1.986 -3.794 2.479
O15 -2.735 -3.951 3.646
H35 -3.755 -4.026 1.134
H36 -2.361 -3.156 0.417
H37 -3.279 -2.416 1.640
H38 -1.223 -3.019 2.553
H39 -1.455 -4.719 2.255
H40 -2.995 -4.875 3.676
C18 -4.552 -0.088 3.007
C19 -4.377 -0.956 4.288
O16 -4.770 -2.274 3.944
H41 -4.376 0.972 3.194
H42 -5.598 -0.178 2.713
H43 -3.875 -0.463 2.240
H44 -5.022 -0.610 5.096
H45 -3.312 -0.960 4.524
H46 -3.966 -2.738 3.702
C20 4.133 3.475 -0.244
C21 2.947 3.003 -1.039
O17 3.252 2.946 -2.440
H47 4.080 3.030 0.750
H48 4.291 4.553 -0.263
H49 5.020 3.017 -0.680
H50 2.117 3.701 -0.933
H51 2.505 2.068 -0.697
H52 3.815 2.175 -2.538
O18 1.417 4.891 2.803
H53 1.379 3.953 2.621
H54 0.515 5.193 2.699
O19 -2.756 3.142 4.058
H55 -2.329 2.381 3.664
H56 -2.293 3.894 3.690
O20 3.275 -4.969 -0.841
H57 2.422 -4.536 -0.836
H58 3.261 -5.519 -1.624

Löwdin population analysis, charges in e, atoms 1 to 99: atom 1 (O): 0.09, atom 2 (C): -0.30, atom 3 (O): 0.23, atom 4 (B): -0.89, atom 5 (O): 0.24, atom 6 (C): -0.31, atom 7 (O): 0.12, atom 8 (O): 0.23, atom 9 (C): -0.30, atom 10 (O): 0.12, atom 11 (C): -0.36, atom 12 (O): 0.24, atom 13 (O): 0.09, atom 14 (C): -0.17, atom 15 (O): -0.13, atom 16 (H): 0.08, atom 17 (H): 0.07, atom 18 (H): 0.07, atom 19 (H): 0.07, atom 20 (C): -0.07, atom 21 (C): -0.33, atom 22 (O): -0.08, atom 23 (H): 0.06, atom 24 (H): 0.07, atom 25 (H): 0.08, atom 26 (H): 0.10, atom 27 (H): 0.12, atom 28 (H): 0.08, atom 29 (C): -0.06, atom 30 (C): -0.25, atom 31 (O): -0.12, atom 32 (H): 0.06, atom 33 (H): 0.07, atom 34 (H): 0.07, atom 35 (H): 0.10, atom 36 (H): 0.12, atom 37 (H): 0.11, atom 38 (C): -0.08, atom 39 (C): -0.32, atom 40 (O): -0.09, atom 41 (H): 0.07, atom 42 (H): 0.07, atom 43 (H): 0.06, atom 44 (H): 0.10, atom 45 (H): 0.10, atom 46 (H): 0.08, atom 47 (C): -0.09, atom 48 (C): -0.28, atom 49 (O): -0.11, atom 50 (H): 0.06, atom 51 (H): 0.06, atom 52 (H): 0.07, atom 53 (H): 0.10, atom 54 (H): 0.10, atom 55 (H): 0.01, atom 56 (C): -0.05, atom 57 (C): -0.24, atom 58 (O): -0.10, atom 59 (H): 0.05, atom 60 (H): 0.07, atom 61 (H): 0.09, atom 62 (H): 0.10, atom 63 (H): 0.11, atom 64 (H): 0.10, atom 65 (C): -0.06, atom 66 (C): -0.30, atom 67 (O): -0.06, atom 68 (H): 0.09, atom 69 (H): 0.06, atom 70 (H): 0.05, atom 71 (H): 0.11, atom 72 (H): 0.12, atom 73 (H): 0.11, atom 74 (C): -0.08, atom 75 (C): -0.29, atom 76 (O): -0.11, atom 77 (H): 0.06, atom 78 (H): 0.07, atom 79 (H): 0.05, atom 80 (H): 0.10, atom 81 (H): 0.10, atom 82 (H): 0.00, atom 83 (C): -0.07, atom 84 (C): -0.31, atom 85 (O): -0.10, atom 86 (H): 0.06, atom 87 (H): 0.08, atom 88 (H): 0.07, atom 89 (H): 0.10, atom 90 (H): 0.08, atom 91 (H): 0.01, atom 92 (O): -0.07, atom 93 (H): -0.03, atom 94 (H): -0.02, atom 95 (O): -0.07, atom 96 (H): -0.03, atom 97 (H): -0.02, atom 98 (O): -0.07, atom 99 (H): -0.05



C15H17N3O4S2 | the ωB97M-V functional and the def2-TZVPD basis

The calculation puts the strongest force on any atom at 0.0816 hartree/bohr. The energy relative to the best compared isomer or geometry (same formula, charge and spin) is 754.4 kJ/mol. As for the molar mass: 367.5 g/mol. The net charge is 0. As for the spin multiplicity: 1.

Cartesian coordinates (Å):
C1 -2.455 -2.510 2.142
O1 -1.292 -2.135 1.236
C2 -1.528 -2.137 -0.141
O2 -2.544 -2.634 -0.613
C3 -0.408 -1.584 -1.100
C4 0.933 -1.893 -0.544
C5 1.222 -3.080 0.342
N1 1.956 -1.287 -0.916
C6 1.748 -0.170 -1.659
S1 3.242 0.524 -2.355
C7 4.428 -0.858 -2.543
N2 0.628 0.421 -1.978
C8 -0.613 -0.062 -1.369
C9 -0.821 0.903 -0.093
C10 -0.286 0.764 1.186
C11 -0.405 1.593 2.261
N3 0.224 1.448 3.584
O3 1.052 0.571 3.798
O4 -0.141 2.214 4.520
C12 -1.246 2.739 2.014
C13 -1.751 2.993 0.746
C14 -1.637 2.113 -0.283
S2 -2.318 2.667 -1.806
C15 -0.867 3.692 -2.096
H1 -2.173 -2.477 3.234
H2 -2.637 -3.555 1.946
H3 -3.328 -1.871 2.064
H4 -0.585 -2.189 -1.989
H5 1.174 -2.742 1.361
H6 0.513 -3.882 0.075
H7 2.226 -3.527 0.284
H8 4.594 -1.121 -3.543
H9 4.061 -1.720 -1.941
H10 5.414 -0.525 -2.272
H11 -1.601 0.058 -1.835
H12 0.318 -0.097 1.368
H13 -1.084 3.492 2.713
H14 -2.348 3.941 0.700
H15 -0.789 4.006 -3.104
H16 -1.060 4.605 -1.442
H17 0.186 3.313 -1.955

Löwdin charges, unit e, in atom order: atom 1 (C): 0.02, atom 2 (O): -0.10, atom 3 (C): -0.39, atom 4 (O): 0.10, atom 5 (C): -0.09, atom 6 (C): -0.29, atom 7 (C): 0.00, atom 8 (N): 0.10, atom 9 (C): -0.66, atom 10 (S): 0.90, atom 11 (C): -0.38, atom 12 (N): 0.09, atom 13 (C): -0.21, atom 14 (C): -0.08, atom 15 (C): 0.01, atom 16 (C): -0.11, atom 17 (N): -0.31, atom 18 (O): 0.08, atom 19 (O): 0.04, atom 20 (C): 0.03, atom 21 (C): -0.13, atom 22 (C): -0.51, atom 23 (S): 0.90, atom 24 (C): -0.39, atom 25 (H): 0.10, atom 26 (H): 0.08, atom 27 (H): 0.09, atom 28 (H): 0.17, atom 29 (H): 0.08, atom 30 (H): 0.10, atom 31 (H): 0.09, atom 32 (H): 0.00, atom 33 (H): 0.04, atom 34 (H): 0.02, atom 35 (H): 0.12, atom 36 (H): 0.11, atom 37 (H): 0.09, atom 38 (H): 0.13, atom 39 (H): 0.01, atom 40 (H): 0.06, atom 41 (H): 0.07